No. 1
C4H8O2 | the ωB97M-V functional and the def2-TZVPD basis

The value obtained for the lowest unoccupied orbital energy is 0.92 eV. The orbital gap is 10.14 eV. Its multiplicity is 1. For the total energy, the calculation gives -307.59730 a.u. For the energy above the lowest of the compared OMol25 structures with the same formula, charge and spin, the calculation gives 72.2 kcal per mole.

Geometry (Å):
1 O 0.85 -1.05 -1.33
2 C 1.27 0.04 -1.04
3 C -1.52 0.87 -0.14
4 C -1.01 0.16 0.86
5 O 0.30 0.03 1.21
6 C 1.22 0.64 0.36
7 H -0.29 -2.51 -0.01
8 H 1.74 0.70 -1.80
9 H -2.59 0.86 -0.31
10 H -0.92 1.45 -0.83
11 H -0.70 -2.98 0.39
12 H -1.63 -0.42 1.54
13 H 1.08 1.73 0.29
14 H 2.21 0.47 0.81

Here are the Löwdin charges for atoms 1 to 6, given in e:
1. O 0.037
2. C -0.239
3. C 0.021
4. C -0.241
5. O -0.097
6. C -0.180



No. 2
C29H45AlNO16 | the ωB97M-V functional and the def2-TZVPD basis

The value obtained for the lowest unoccupied orbital energy is 1.39 eV. The orbital gap is 5.55 eV. The charge is -1. Its multiplicity is 1. For the total energy, the calculation gives -2633.05875 a.u.

Geometry (Å):
1 C -3.04 6.06 -0.68
2 C -3.91 5.23 -0.58
3 C -4.84 4.09 -0.66
4 Al -3.91 2.55 0.33
5 C -2.38 1.75 -0.79
6 C -1.37 1.14 0.16
7 C -0.63 0.05 -0.20
8 C -5.19 1.16 1.10
9 C -6.47 0.83 0.25
10 C -6.37 1.12 -1.23
11 N -5.52 0.39 -2.06
12 O -7.06 1.98 -1.73
13 H -2.11 6.57 -0.79
14 H -5.79 4.38 -0.21
15 H -5.00 3.84 -1.71
16 H -3.17 3.24 1.61
17 H -1.87 2.59 -1.31
18 H -2.71 1.03 -1.55
19 H -1.27 1.66 1.12
20 H 0.06 0.16 -1.04
21 H -0.65 -0.91 0.33
22 H -5.55 1.59 2.05
23 H -4.70 0.22 1.37
24 H -6.64 -0.26 0.35
25 H -7.37 1.28 0.67
26 H -4.74 -0.02 -1.56
27 H -5.22 0.95 -2.84
28 C 1.24 2.15 4.91
29 C -0.21 2.33 4.52
30 C -1.16 2.35 5.68
31 O -2.37 1.87 5.08
32 C -2.01 1.07 4.04
33 O -2.75 0.39 3.43
34 O -0.68 1.20 3.76
35 H 1.88 2.23 4.04
36 H 1.54 2.90 5.64
37 H 1.40 1.15 5.33
38 H -0.35 3.22 3.89
39 H -1.31 3.35 6.08
40 H -0.87 1.68 6.49
41 C 1.22 -1.92 -3.38
42 C 2.41 -2.46 -2.62
43 C 2.71 -3.91 -2.89
44 O 3.33 -4.33 -1.67
45 C 2.85 -3.52 -0.68
46 O 3.01 -3.72 0.48
47 O 2.16 -2.48 -1.20
48 H 1.12 -0.85 -3.20
49 H 1.33 -2.08 -4.45
50 H 0.30 -2.39 -3.04
51 H 3.29 -1.83 -2.80
52 H 3.37 -4.06 -3.73
53 H 1.81 -4.51 -3.04
54 C 1.70 -5.51 2.94
55 C 1.07 -6.87 2.80
56 C 0.10 -6.97 1.65
57 O -0.79 -8.00 2.10
58 C -0.78 -7.97 3.46
59 O -1.55 -8.55 4.15
60 O 0.22 -7.18 3.92
61 H 2.46 -5.52 3.73
62 H 2.18 -5.19 2.02
63 H 0.96 -4.76 3.23
64 H 1.84 -7.64 2.74
65 H 0.58 -7.26 0.72
66 H -0.48 -6.06 1.49
67 C 0.09 7.65 0.78
68 C 0.28 6.34 1.50
69 C -0.96 5.80 2.14
70 O -0.42 5.02 3.23
71 C 0.77 5.58 3.57
72 O 1.39 5.31 4.55
73 O 1.16 6.48 2.63
74 H 1.00 7.94 0.26
75 H -0.72 7.58 0.05
76 H -0.14 8.45 1.49
77 H 0.73 5.60 0.82
78 H -1.55 5.17 1.47
79 H -1.61 6.58 2.56
80 C 7.27 -1.99 -6.74
81 C 6.18 -2.60 -5.89
82 C 5.71 -3.95 -6.37
83 O 4.36 -3.99 -5.89
84 C 3.93 -2.70 -5.81
85 O 2.80 -2.37 -5.64
86 O 4.97 -1.84 -5.96
87 H 7.62 -1.07 -6.29
88 H 8.11 -2.68 -6.84
89 H 6.89 -1.74 -7.73
90 H 6.49 -2.64 -4.84
91 H 6.28 -4.77 -5.94
92 H 5.69 -4.05 -7.45

Here are the Löwdin charges for atoms 1 to 6, given in e:
1. C 0.039
2. C -0.266
3. C -0.247
4. Al 0.347
5. C -0.242
6. C -0.280



No. 3
C24H60BBrN8O10Si | the ωB97M-V functional and the def2-TZVPD basis

The value obtained for the lowest unoccupied orbital energy is 0.42 eV. The orbital gap is 9.24 eV. Its multiplicity is 1. For the total energy, the calculation gives -5029.52210 a.u.

Geometry (Å):
1 O 0.68 -3.18 -2.11
2 B 0.15 -1.90 -1.95
3 O 1.00 -0.86 -2.00
4 Si -1.87 -1.80 -1.71
5 Br -2.72 -0.09 -2.92
6 H 0.18 -3.68 -2.77
7 H 0.68 -0.04 -1.54
8 H -2.45 -3.03 -2.28
9 H -2.35 -1.65 -0.33
10 C 3.07 -4.94 -1.08
11 C 4.42 -5.59 -0.90
12 O 4.57 -6.80 -0.94
13 N 5.49 -4.76 -0.70
14 C 5.49 -3.32 -0.64
15 H 2.33 -5.72 -1.23
16 H 2.79 -4.36 -0.20
17 H 3.06 -4.27 -1.94
18 H 6.36 -5.25 -0.59
19 H 6.13 -2.90 -1.43
20 H 5.86 -2.97 0.32
21 H 4.49 -2.94 -0.79
22 C 0.92 3.60 -0.31
23 C 0.15 2.45 -0.90
24 O 0.31 1.29 -0.50
25 N -0.71 2.72 -1.90
26 C -1.00 4.01 -2.49
27 H 1.58 3.21 0.47
28 H 1.52 4.10 -1.07
29 H 0.25 4.34 0.12
30 H -1.22 1.92 -2.25
31 H -2.05 4.27 -2.35
32 H -0.78 4.00 -3.56
33 H -0.40 4.79 -2.02
34 C -2.44 -2.60 2.87
35 C -3.33 -1.38 2.82
36 O -3.65 -0.86 1.77
37 N -3.78 -0.88 4.01
38 C -3.52 -1.38 5.35
39 H -2.18 -2.87 1.85
40 H -1.53 -2.40 3.43
41 H -2.95 -3.44 3.34
42 H -4.36 -0.06 3.91
43 H -4.45 -1.65 5.85
44 H -3.00 -0.63 5.95
45 H -2.90 -2.27 5.30
46 C -1.22 -5.14 -5.74
47 C -1.44 -3.65 -5.69
48 O -2.10 -3.12 -4.81
49 N -0.85 -2.90 -6.66
50 C -0.01 -3.32 -7.76
51 H -1.75 -5.59 -4.90
52 H -1.61 -5.57 -6.67
53 H -0.16 -5.39 -5.68
54 H -1.02 -1.91 -6.55
55 H 0.97 -2.85 -7.66
56 H -0.45 -3.01 -8.71
57 H 0.10 -4.40 -7.77
58 C 3.29 0.61 -6.06
59 C 2.55 0.08 -7.26
60 O 2.30 -1.11 -7.39
61 N 2.16 0.98 -8.21
62 C 2.37 2.41 -8.22
63 H 3.52 -0.23 -5.41
64 H 4.22 1.10 -6.35
65 H 2.68 1.33 -5.51
66 H 1.68 0.56 -8.99
67 H 1.41 2.94 -8.25
68 H 2.96 2.72 -9.09
69 H 2.90 2.71 -7.32
70 C -5.60 -4.86 4.98
71 C -5.81 -4.52 6.44
72 O -4.96 -3.94 7.09
73 N -6.99 -4.89 7.01
74 C -8.10 -5.58 6.40
75 H -4.62 -4.50 4.69
76 H -5.65 -5.94 4.81
77 H -6.36 -4.38 4.35
78 H -7.06 -4.64 7.99
79 H -9.01 -4.98 6.44
80 H -8.29 -6.53 6.90
81 H -7.88 -5.79 5.36
82 C 3.80 6.02 0.84
83 C 2.58 6.89 0.59
84 O 1.92 6.79 -0.43
85 N 2.26 7.79 1.56
86 C 2.92 8.03 2.82
87 H 3.91 5.36 -0.02
88 H 4.70 6.62 0.96
89 H 3.67 5.41 1.74
90 H 1.44 8.34 1.34
91 H 2.26 7.85 3.66
92 H 3.29 9.06 2.88
93 H 3.78 7.37 2.93
94 C 1.83 4.67 4.76
95 C 1.85 5.61 5.95
96 O 2.58 6.59 5.98
97 N 1.01 5.33 6.98
98 C 0.08 4.23 7.11
99 H 2.56 5.04 4.04
100 H 2.11 3.66 5.06
101 H 0.85 4.63 4.30
102 H 1.07 5.99 7.74
103 H -0.94 4.58 7.21
104 H 0.32 3.61 7.97
105 H 0.13 3.60 6.22

Here are the Löwdin charges for atoms 1 to 6, given in e:
1. O 0.067
2. B -0.786
3. O 0.103
4. Si 0.369
5. Br 0.306
6. H 0.076



No. 4
C22H54BFINO2P2 | the ωB97M-V functional and the def2-TZVPD basis

The value obtained for the lowest unoccupied orbital energy is -0.35 eV. The orbital gap is 5.90 eV. Its multiplicity is 1. For the total energy, the calculation gives -2181.03851 a.u.

Geometry (Å):
1 C 5.27 6.08 -0.21
2 C 4.96 5.40 -1.54
3 C 6.12 5.56 -2.54
4 C 4.52 3.94 -1.31
5 C 5.67 2.98 -1.03
6 C 3.62 3.39 -2.44
7 O 2.27 3.22 -2.09
8 P 1.27 4.59 -2.02
9 F 0.33 3.84 -3.19
10 I -0.15 3.08 -0.03
11 B -0.14 5.92 -1.68
12 N -0.15 6.66 -0.45
13 O -1.09 6.20 -2.63
14 H 4.39 6.08 0.45
15 H 5.58 7.12 -0.35
16 H 6.08 5.58 0.33
17 H 4.09 5.92 -1.97
18 H 6.68 4.63 -2.68
19 H 5.78 5.89 -3.52
20 H 6.85 6.31 -2.19
21 H 3.89 3.95 -0.41
22 H 6.37 3.36 -0.29
23 H 6.24 2.74 -1.93
24 H 5.27 2.04 -0.64
25 H 3.97 2.40 -2.73
26 H 3.71 4.03 -3.34
27 H 2.07 5.09 -0.92
28 H 1.98 5.37 -2.99
29 H 0.09 7.64 -0.50
30 H 0.40 6.22 0.28
31 H -0.76 6.22 -3.54
32 C -2.81 1.12 1.70
33 C -3.71 -0.11 1.73
34 C -3.24 -1.17 2.72
35 C -1.99 -1.94 2.28
36 P -2.25 -3.32 1.13
37 C -3.54 -4.37 1.86
38 C -3.46 -4.75 3.35
39 C -2.45 -5.83 3.75
40 C -2.49 -7.09 2.89
41 C -0.70 -4.27 1.13
42 C 0.62 -3.62 0.69
43 C 0.88 -3.45 -0.80
44 C 0.54 -4.67 -1.64
45 C -2.97 -2.99 -0.51
46 C -2.24 -2.22 -1.60
47 C -1.66 -0.87 -1.14
48 C -2.49 0.36 -1.51
49 H -1.78 0.88 1.45
50 H -3.14 1.84 0.96
51 H -2.81 1.61 2.67
52 H -3.79 -0.54 0.72
53 H -4.73 0.19 2.01
54 H -4.04 -1.87 2.96
55 H -2.98 -0.67 3.66
56 H -1.52 -2.43 3.14
57 H -1.22 -1.27 1.88
58 H -3.64 -5.25 1.22
59 H -4.46 -3.79 1.70
60 H -4.46 -5.11 3.62
61 H -3.29 -3.86 3.95
62 H -2.66 -6.09 4.78
63 H -1.43 -5.42 3.76
64 H -3.47 -7.56 2.95
65 H -1.75 -7.81 3.24
66 H -2.28 -6.89 1.84
67 H -0.88 -5.22 0.61
68 H -0.59 -4.53 2.19
69 H 1.41 -4.25 1.11
70 H 0.73 -2.65 1.19
71 H 1.94 -3.22 -0.92
72 H 0.36 -2.57 -1.18
73 H 1.15 -5.53 -1.36
74 H 0.73 -4.47 -2.70
75 H -0.51 -4.96 -1.55
76 H -3.94 -2.53 -0.28
77 H -3.22 -4.00 -0.87
78 H -2.96 -2.05 -2.40
79 H -1.47 -2.86 -2.03
80 H -0.66 -0.73 -1.55
81 H -1.53 -0.88 -0.05
82 H -2.45 0.55 -2.58
83 H -2.02 1.18 -0.97
84 H -3.54 0.27 -1.21

Here are the Löwdin charges for atoms 1 to 6, given in e:
1. C -0.084
2. C -0.406
3. C -0.062
4. C -0.343
5. C -0.080
6. C -0.259